1.
The following is a DFT calculation (ωB97M-V/def2-TZVPD) of C19H18BrN3O4S3Se2Ti as an isolated structure.

Last column: natural (NBO) charge in e.
Cartesian coordinates (Å):
Ti: -0.8494 0.0033 -1.5140  0.97
O: 0.4057 -0.1385 -3.4414  -0.71
C: 0.9404 1.0509 -4.0442  -0.07
C: 1.2496 2.0767 -2.9609  -0.14
C: 2.0230 3.2007 -3.6668  -0.05
O: 2.2975 4.2225 -2.7266  -0.72
C: -0.0259 2.6724 -2.3172  -0.57
Se: -1.8001 1.8800 -2.7681  -0.04
C: 2.1806 1.4755 -1.8969  -0.54
Se: 1.4070 0.1866 -0.6215  -0.03
H: -0.1526 -0.5938 -4.0823  0.51
H: 0.2052 1.4590 -4.7414  0.20
H: 1.8497 0.7761 -4.5869  0.19
H: 1.4171 3.5875 -4.4957  0.17
H: 2.9561 2.7963 -4.0803  0.17
H: 2.6632 4.9815 -3.1863  0.48
H: -0.1368 3.7200 -2.5902  0.26
H: 0.0646 2.6726 -1.2292  0.25
H: 2.5702 2.2853 -1.2830  0.25
H: 3.0225 0.9826 -2.3860  0.22
Br: -1.6346 -7.2734 0.0123  0.10
C: -2.0139 -5.9318 -1.2523  -0.15
C: -2.6658 -6.2640 -2.4371  0.05
N: -2.9651 -5.3780 -3.3771  -0.40
C: -2.6208 -4.1143 -3.1666  0.09
C: -1.9677 -3.6919 -2.0157  -0.22
C: -1.6536 -4.6190 -1.0245  -0.13
C: -1.6057 -2.2780 -1.8330  0.80
O: -1.8251 -1.3947 -2.7119  -0.68
O: -1.0379 -1.8838 -0.7666  -0.67
H: -2.9537 -7.2920 -2.6233  0.21
H: -2.8745 -3.3999 -3.9406  0.22
H: -1.1451 -4.3109 -0.1214  0.26
S: 0.0117 -2.2224 4.7648  -0.17
C: -0.4715 -1.0743 3.6774  -0.12
S: -1.2350 -1.4736 2.1626  0.46
C: -1.2847 0.2081 1.7437  -0.15
N: -0.7897 0.9871 2.6405  -0.25
N: -0.3496 0.2741 3.7239  -0.26
C: 0.2793 1.0282 4.7614  0.12
C: -0.0430 0.7965 6.0893  -0.20
C: 0.5756 1.5548 7.0710  -0.20
C: 1.4962 2.5332 6.7265  -0.21
C: 1.8011 2.7584 5.3916  -0.22
C: 1.1940 2.0048 4.4008  -0.16
S: -1.9875 0.9322 0.2940  -0.02
H: -0.7594 0.0328 6.3465  0.24
H: 0.3313 1.3796 8.1102  0.22
H: 1.9740 3.1225 7.4977  0.21
H: 2.5177 3.5215 5.1188  0.21
H: 1.4154 2.1712 3.3558  0.23

Summary:
frontier orbital gap = 6.63 eV
LUMO energy = -1.156 eV
molar mass = 734.3 g/mol
HOMO level = -7.79 eV

2.
The following is a DFT calculation (ωB97M-V/def2-TZVPD) of a 7-piece molecular cluster, C24H38FO17S overall in a non-equilibrium geometry.

Last column: Löwdin charge in e.
Cartesian coordinates (Å):
F: 0.3903 -0.2091 0.5917  -0.54
C: -0.6847 3.5759 0.3627  -0.03
C: 0.0613 3.7699 1.7187  -0.30
C: 1.0653 2.6759 1.9527  -0.07
O: 2.2963 3.4339 2.1597  0.06
C: 2.1333 4.7499 1.8867  -0.54
O: 2.9373 5.6299 1.9737  0.15
O: 0.7943 4.9829 1.7867  0.07
H: -1.0287 2.6079 0.1927  0.03
H: -0.1637 3.7179 -0.6123  0.08
H: -1.5297 4.3419 0.3347  0.10
H: -0.7917 3.7009 2.5657  0.19
H: 1.1433 2.0259 1.1187  0.08
H: 0.9623 2.0779 2.7607  0.09
C: -0.9327 -0.9181 4.3867  -0.03
C: -0.2847 -1.7851 3.4597  -0.39
C: 1.2133 -1.7001 3.4377  -0.16
O: 1.4803 -3.0391 3.5057  0.04
C: 0.4393 -3.8731 3.9377  -0.63
O: 0.6513 -4.9271 4.2797  0.24
O: -0.5937 -3.1151 3.8867  0.11
H: -0.5867 0.0669 4.3047  0.06
H: -0.4167 -1.1711 5.4237  0.15
H: -2.0067 -1.2121 4.2597  0.12
H: -0.7167 -1.7471 2.4167  0.14
H: 1.6653 -1.1941 4.2607  0.12
H: 1.5613 -1.0651 2.6437  0.11
C: 3.7823 1.3019 -0.7103  0.03
C: 3.5463 -0.1751 -0.4553  -0.30
C: 3.0423 -1.0711 -1.6003  -0.03
O: 4.2303 -1.7731 -2.0563  0.08
C: 5.1233 -1.6771 -1.1363  -0.58
O: 6.2073 -2.2851 -1.1723  0.08
O: 4.8423 -0.7531 -0.1693  0.08
H: 4.2523 1.8009 0.2117  0.14
H: 2.7563 1.7969 -0.7823  0.11
H: 4.0623 1.2459 -1.5223  -0.06
H: 2.7923 -0.3501 0.3077  0.11
H: 2.5973 -0.4391 -2.4963  0.15
H: 2.3883 -1.9861 -1.2873  0.16
C: -1.8517 -3.3231 -1.3063  0.04
C: -0.3397 -2.9931 -0.9153  -0.29
C: 0.0663 -3.7001 0.3257  -0.09
O: 0.9263 -4.7491 -0.1443  0.09
C: 1.0353 -4.6391 -1.4813  -0.59
O: 1.6363 -5.4491 -2.1413  0.14
O: 0.4503 -3.5491 -1.9403  0.09
H: -1.9267 -3.1541 -2.1993  -0.04
H: -2.5677 -2.7331 -0.6353  0.10
H: -2.2007 -4.4511 -1.1413  0.15
H: -0.1527 -2.0151 -0.8523  0.07
H: -0.7227 -4.1601 0.9287  0.14
H: 0.6003 -2.9111 0.9967  0.15
C: -3.9837 1.9519 1.1887  -0.06
C: -3.7587 0.8169 0.3987  -0.36
C: -2.6237 -0.1761 0.8387  -0.10
O: -3.3827 -1.2671 1.2107  0.04
C: -4.7077 -1.1061 0.8267  -0.53
O: -5.6267 -1.9151 0.9847  0.11
O: -4.9287 0.0369 0.2507  0.13
H: -3.4237 2.8939 1.0247  0.08
H: -3.9237 1.6449 2.3007  0.12
H: -5.0357 2.4189 1.3487  0.13
H: -3.6687 1.1849 -0.5463  0.12
H: -2.1267 0.2739 1.7267  0.13
H: -1.9607 -0.4351 0.0987  0.07
C: -1.2667 1.2879 -3.0583  -0.19
C: -1.1967 1.3479 -4.6033  -0.23
C: -0.1527 2.3609 -5.0763  -0.17
S: 0.9933 2.2639 -3.6983  0.64
O: 1.0563 3.4879 -2.8943  -0.33
O: 2.0473 1.5119 -4.1613  -0.30
C: 0.1573 1.0509 -2.6683  -0.24
H: -2.0007 0.5149 -2.7073  0.14
H: -1.5487 2.2319 -2.8563  0.07
H: -2.0787 1.3669 -5.0583  0.07
H: -1.0917 0.4739 -5.1353  0.09
H: -0.7347 3.2649 -4.8853  0.11
H: 0.5583 2.1949 -5.9173  0.12
H: 0.2693 1.0789 -1.6033  0.07
H: 0.5033 0.0279 -2.9483  0.11

Summary:
frontier orbital gap = 9.23 eV
LUMO energy = 1.830 eV
molar mass = 649.6 g/mol
total charge = -1
HOMO level = -7.40 eV

3.
The following is a DFT calculation (ωB97M-V/def2-TZVPD) of a 2-piece molecular cluster, C3H11N3 overall in a non-equilibrium geometry.

Last column: natural (NBO) charge in e.
Cartesian coordinates (Å):
N: 0.7490 -0.7149 -2.8819  -0.86
C: 0.1278 -0.1615 -1.7500  -0.07
C: -0.5465 -0.9192 -0.8605  -0.02
N: -1.2570 -0.4578 0.2694  -0.88
H: 1.6529 -0.2604 -3.1052  0.36
H: 0.1674 -0.6774 -3.6946  0.37
H: 0.1212 0.9462 -1.7109  0.16
H: -0.5321 -2.0154 -0.9523  0.17
H: -0.6949 -0.4677 1.1360  0.40
H: -2.0782 -1.0021 0.3958  0.36
C: -0.1060 1.5245 2.3699  -0.43
N: 0.8935 0.3865 2.2205  -0.85
H: 0.2148 2.1998 3.1974  0.17
H: -1.0725 1.1397 2.6852  0.19
H: -0.2491 2.0127 1.4221  0.21
H: 1.6463 0.8002 1.6525  0.36
H: 1.2745 0.1650 3.1617  0.36

Summary:
frontier orbital gap = 9.33 eV
LUMO energy = 1.061 eV
SMILES = N/C=C/N.CN
molar mass = 89.1 g/mol
HOMO level = -8.27 eV

4.
The following is a DFT calculation (ωB97M-V/def2-TZVPD) of C4H6I2O as an isolated structure in a non-equilibrium geometry.

Last column: natural (NBO) charge in e.
Cartesian coordinates (Å):
C: 0.1146 0.6202 -0.9663  -0.59
C: -0.7148 0.5205 0.3604  0.12
C: 1.2788 0.7151 -0.0359  0.40
C: -1.2719 -0.8707 0.4771  -0.66
O: 0.5536 0.6631 1.0931  -0.46
I: 3.1758 1.7301 -0.1441  0.32
I: 2.3444 -2.3510 -0.1268  -0.62
H: 0.2640 -0.3636 -1.4220  0.30
H: 0.0345 1.5558 -1.5107  0.25
H: -1.3034 1.3258 0.4549  0.20
H: -0.6356 -1.6212 0.8907  0.28
H: -1.8188 -1.1397 -0.4099  0.23
H: -2.0209 -0.7845 1.3394  0.22

Summary:
frontier orbital gap (spin up / spin down) = 6.08 / 6.10 eV
LUMO energy (spin up / spin down) = -1.771 / -1.759 eV
molar mass = 323.9 g/mol
HOMO level (spin up / spin down) = -7.85 / -7.86 eV

5.
The following is a DFT calculation (ωB97M-V/def2-TZVPD) of the molecule C3H7NO2 in a non-equilibrium geometry.

Last column: natural (NBO) charge in e.
Cartesian coordinates (Å):
O: -1.5712 2.3518 -0.6432  -0.53
C: -0.7232 1.7960 -0.0178  0.42
C: -0.5545 0.2338 -0.1148  -0.35
N: 0.5284 -0.1580 0.7365  -0.66
C: 1.3813 -1.1914 0.2961  0.09
O: 0.6687 -2.4401 -0.0447  -0.74
H: 0.2105 2.2564 0.3576  0.12
H: -1.5014 -0.2835 -0.0113  0.23
H: -0.1682 0.6908 -1.0506  0.25
H: 0.3631 -0.1053 1.7267  0.38
H: 2.1714 -1.4487 0.9909  0.19
H: 1.7875 -0.9124 -0.6807  0.15
H: 0.2553 -2.1825 -0.8745  0.45

Summary:
frontier orbital gap = 10.32 eV
LUMO energy = 0.745 eV
SMILES = O=CCNCO
molar mass = 89.1 g/mol
HOMO level = -9.57 eV

ΔE to the lowest compared entry with this formula, charge and spin for the records above, in order: 0.0, 0.0, 39.8, 52.6, 70.4 kcal/mol